90
Properties=species:S:1:pos:R:3:forces:R:3 method="wB97M-V/def2-TZVPD" total_charge=0 gap_ev=6.66 lumo_energy_ev=-1.503 homo_energy_ev=-8.16 e_tot_ev=-423255.489 smiles="C=CC(=O)OCCCCCCC1=C(N(C(=O)F)C(=O)F)C(=O)OC1=O.ClC(Cl)Cl.ClC(Cl)Cl.ClC(Cl)Cl.ClC(Cl)Cl.ClC(Cl)Cl.ClC(Cl)Cl.ClC(Cl)Cl.ClC(Cl)Cl.ClC(Cl)Cl.ClC(Cl)Cl"
C -3.30761 0.60125 -2.32980 0.2 0.3 -0.4
C -3.48664 1.04185 -3.65927 0.0 -1.2 1.0
C -3.48109 0.09024 -4.83671 -2.4 1.1 2.5
O -3.65932 0.53095 -5.91802 0.6 0.0 -2.2
O -3.27514 -1.22958 -4.52643 0.6 0.3 0.2
C -1.99832 -1.72315 -4.96340 1.0 -0.3 -0.2
C -0.77192 -0.89075 -4.42689 -0.1 -0.6 -0.8
C 0.36279 -1.82732 -3.90364 -0.6 0.5 0.4
C 1.25230 -1.18214 -2.79892 0.5 0.3 -0.8
C 1.69244 0.26629 -3.15391 0.2 -0.6 0.5
C 2.47676 0.96710 -1.98880 -0.7 0.5 -1.2
C 2.75521 2.39315 -2.46522 0.4 -0.5 0.3
C 2.65629 3.52745 -1.77712 -0.8 -0.5 -1.0
N 2.28405 3.54137 -0.37820 2.5 2.2 0.2
C 3.55748 3.36440 0.35383 -1.0 1.9 -2.5
O 3.72316 2.59775 1.17209 0.7 -2.9 3.1
F 4.51802 4.19415 -0.07118 -0.2 0.0 -0.2
C 1.77977 4.81074 0.03346 1.0 -0.8 1.1
O 0.93196 5.40969 -0.45569 -2.5 1.3 -1.7
F 2.35103 5.29647 1.15800 0.4 -0.9 -0.1
C 3.03706 4.70328 -2.68494 -0.3 -3.0 0.4
O 3.08171 5.82232 -2.40278 0.2 2.9 0.5
O 3.37057 4.17744 -3.90937 -0.4 0.2 0.7
C 3.21386 2.79611 -3.86060 -0.2 1.1 1.7
O 3.46484 2.16973 -4.80505 0.4 -1.7 -1.7
H -2.33227 0.67358 -1.80878 -1.0 1.8 0.5
H -4.15035 0.22045 -1.74024 0.9 -1.9 -0.7
H -3.64878 2.12270 -3.79438 1.9 -0.3 -0.7
H -1.95400 -1.77026 -6.06930 -0.2 0.2 0.5
H -1.88422 -2.76710 -4.61810 -0.5 0.5 0.1
H -0.39929 -0.33852 -5.31298 -0.1 0.1 0.7
H -1.07942 -0.15537 -3.66756 0.0 -0.4 -0.2
H -0.11657 -2.72584 -3.46919 0.4 0.3 -0.2
H 0.96541 -2.14209 -4.77448 -0.1 0.0 0.5
H 2.18298 -1.78665 -2.77015 -0.5 0.2 0.4
H 0.77717 -1.18677 -1.80110 0.0 -0.2 -0.5
H 0.82226 0.90651 -3.38862 0.3 -0.3 0.0
H 2.33433 0.20409 -4.04763 -0.3 0.2 0.3
H 3.39809 0.42609 -1.71567 -0.2 0.3 -0.2
H 1.83341 1.03350 -1.09253 0.4 0.0 -0.3
Cl -6.30916 0.17987 0.44359 0.0 -0.1 0.0
C -6.98155 -1.15612 -0.49962 0.1 0.0 -0.1
Cl -8.61326 -0.76512 -1.05562 0.0 0.0 0.0
Cl -5.93451 -1.53749 -1.86594 -0.2 -0.4 0.3
H -7.04064 -2.02860 0.14064 0.0 0.1 0.0
Cl -8.61361 -1.06569 -5.58896 0.0 0.0 0.1
C -8.12455 0.45262 -4.82917 0.1 0.0 -0.1
Cl -6.42494 0.39092 -4.35287 -0.4 0.3 -0.2
Cl -8.42017 1.81482 -5.91467 0.0 0.0 0.1
H -8.72308 0.59354 -3.93641 0.0 0.0 -0.1
Cl -0.44513 -3.67668 -0.68156 0.0 0.0 0.1
C -1.91552 -4.65622 -0.71952 -0.1 0.0 -0.1
Cl -3.34351 -3.62747 -0.84558 0.1 0.0 0.0
Cl -1.85880 -5.81143 -2.05547 0.0 0.0 0.1
H -1.97300 -5.20828 0.21271 -0.1 0.1 -0.3
Cl -1.70087 8.06734 1.94188 0.0 0.0 0.0
C 0.04471 7.77899 1.96146 0.1 0.1 0.1
Cl 0.92505 9.30764 2.01427 0.0 -0.1 0.0
Cl 0.49166 6.75556 3.33033 -0.1 0.0 -0.1
H 0.31368 7.26198 1.04715 0.0 0.0 0.0
Cl -1.07501 -5.67793 2.33956 0.1 -0.2 0.3
C -1.43267 -4.76577 3.80956 -0.2 0.2 0.1
Cl -1.55745 -3.04289 3.44125 0.0 0.0 0.0
Cl -2.90533 -5.34694 4.58621 0.1 0.1 -0.1
H -0.61152 -4.90779 4.50220 0.0 0.0 -0.1
Cl -1.46855 8.13585 6.00571 -0.1 0.0 0.0
C -2.74243 7.05451 5.44041 0.0 0.0 0.1
Cl -2.52531 5.43268 6.10779 0.0 0.0 -0.1
Cl -4.33567 7.69219 5.85954 0.0 0.0 -0.1
H -2.67563 6.98896 4.36043 0.0 0.0 0.1
Cl -2.78988 -8.76260 5.59150 0.1 -0.1 0.0
C -1.03802 -8.99364 5.55831 -0.2 0.0 0.1
Cl -0.20624 -7.43402 5.53992 0.2 -0.1 0.1
Cl -0.50933 -9.96494 6.93295 0.0 0.0 -0.1
H -0.78297 -9.52362 4.64815 0.0 0.1 0.1
Cl 5.09628 -0.45661 5.20823 -0.1 -0.1 0.0
C 4.43130 -0.04749 3.62408 -0.2 0.0 0.1
Cl 4.83642 -1.29529 2.44359 0.0 0.0 0.0
Cl 2.68191 0.17290 3.71828 0.1 0.0 0.0
H 4.87308 0.88627 3.29741 0.0 -0.1 0.0
Cl 5.06167 -4.95476 6.43084 0.0 0.1 -0.1
C 4.38986 -4.55405 4.84855 0.0 -0.1 0.0
Cl 4.78637 -5.80632 3.66826 0.0 0.1 0.0
Cl 2.64000 -4.32910 4.95376 0.0 0.1 0.0
H 4.83166 -3.62052 4.51680 -0.1 0.0 0.0
Cl 9.31739 -0.87435 4.74143 0.0 0.1 -0.1
C 8.97141 0.04318 3.27389 -0.1 -0.2 0.0
Cl 8.70580 -1.04337 1.90786 0.0 0.1 0.0
Cl 7.57238 1.09619 3.51516 0.3 0.2 -0.1
H 9.82970 0.66596 3.05102 -0.1 0.0 0.0